{"formula": "C38H39BrIrN7O5S2Si", "method": "the ωB97M-V functional and the def2-TZVPD basis", "elements": ["Ir", "Br", "S", "S", "Si", "O", "O", "O", "O", "O", "N", "N", "N", "N", "N", "N", "N", "C", "C", "C", "C", "C", "C", "C", "C", "C", "C", "C", "C", "C", "C", "C", "C", "C", "C", "C", "C", "C", "C", "C", "C", "C", "C", "C", "C", "C", "C", "C", "C", "C", "C", "C", "C", "C", "C", "H", "H", "H", "H", "H", "H", "H", "H", "H", "H", "H", "H", "H", "H", "H", "H", "H", "H", "H", "H", "H", "H", "H", "H", "H", "H", "H", "H", "H", "H", "H", "H", "H", "H", "H", "H", "H", "H", "H"], "coordinates": [[-0.60597, 1.00189, -1.29443], [-1.69945, -6.14781, 1.27844], [-1.98025, 2.91745, -1.21404], [-1.54884, -2.40815, 3.86600], [-2.62403, 5.46619, 1.10554], [-2.23355, -1.35116, 4.55350], [-0.96202, 0.32413, -3.17582], [-1.94028, -1.99987, -1.43633], [-1.58492, -3.76215, 4.34115], [-2.11964, -0.02018, -0.36964], [-2.03674, -2.42804, 2.30109], [1.77963, -4.34068, -4.41393], [0.63462, -0.65736, -1.30866], [1.61897, -5.38879, -3.77249], [4.01892, 4.19101, -3.93207], [-0.41645, 1.98797, 0.51903], [0.91914, 2.09116, -2.13613], [1.22858, -6.37730, -1.63545], [2.11848, 2.19465, -1.54852], [-1.20924, -5.10263, -1.32177], [1.90072, -0.35339, 4.16205], [3.17171, 2.87781, -2.10343], [0.50399, -6.57657, -0.47220], [-2.46779, 6.56130, 2.61696], [-2.39495, -1.26866, -0.56740], [0.55328, -0.69098, 4.20181], [0.21363, 1.80598, 1.67966], [-1.25729, 3.03431, 0.35750], [2.06721, -2.35505, -0.47079], [0.16009, -1.95069, 3.78493], [-3.09320, -1.48992, 1.87480], [2.11712, -2.96347, -1.68988], [-0.21052, -1.25172, -4.77610], [0.77478, -5.50025, -2.61323], [-1.46977, 3.99168, 1.36280], [1.20566, -3.08409, -4.03683], [1.28654, -1.19939, -0.30618], [-3.43387, -1.78238, 0.42198], [0.05311, 2.68197, 2.72860], [-2.10262, 6.42581, -0.41165], [2.43322, -2.52903, 3.31809], [-4.37495, 4.84387, 0.94140], [4.30811, -0.87821, 3.64064], [0.75059, 2.69001, -3.32425], [1.74983, 3.39185, -3.95315], [1.09554, -2.88008, 3.34993], [3.00587, 3.50230, -3.34663], [-0.46395, -4.88774, -2.47041], [-0.22973, -0.69862, -3.50732], [-0.79152, 3.77979, 2.55373], [0.61711, -1.28905, -2.52156], [-0.70770, -5.92242, -0.32528], [0.52122, -2.41654, -5.02521], [1.32772, -2.47916, -2.75502], [2.85468, -1.25892, 3.71218], [3.16979, -3.25795, 2.99897], [2.16808, -6.89083, -1.79790], [-0.80932, -0.79863, -5.55429], [-4.38675, -1.30383, 0.18389], [0.86885, -7.23837, 0.30105], [-1.01736, 6.54073, -0.45107], [2.21824, 0.62640, 4.50057], [-2.54603, 7.42400, -0.39253], [1.22885, -0.70359, 0.65377], [1.55417, 3.85178, -4.91220], [4.95077, -1.73287, 3.85029], [-2.71370, -0.47431, 1.96979], [-2.94349, 6.11788, 3.49390], [4.92896, 4.22267, -3.51317], [3.90774, 4.59051, -4.84476], [0.85502, 0.94051, 1.76782], [-2.41783, 5.92521, -1.32701], [0.50182, -2.86454, -6.01140], [-0.92008, 4.47675, 3.37342], [4.54620, -0.08790, 4.35144], [-4.64816, 4.22410, 1.79752], [0.77484, -3.87355, 3.06152], [-0.22712, 2.57319, -3.76850], [-2.95699, 7.51866, 2.42599], [-1.42520, 6.77219, 2.86380], [2.22066, 1.70159, -0.59096], [-2.21655, -3.39195, 2.03542], [-4.48680, 4.24009, 0.03979], [-2.15009, -4.58452, -1.20887], [0.56902, 2.50905, 3.66149], [-0.85839, -4.20917, -3.21568], [-5.08084, 5.67577, 0.88658], [-3.98013, -1.58057, 2.50424], [4.11608, 2.92479, -1.57829], [4.56298, -0.51455, 2.64231], [-3.56289, -2.85436, 0.26390], [2.74929, -3.82669, -1.83244], [-0.19483, 0.00064, 4.56424], [2.62037, -2.73901, 0.37132]], "atomic_forces_ev_per_a": [[0.06, 0.07, 0.06], [0.03, 0.04, 0.00], [-0.01, 0.13, -0.01], [0.10, 0.00, 0.01], [-0.01, -0.03, 0.01], [-0.02, -0.01, -0.03], [-0.05, 0.14, -0.05], [0.04, 0.02, 0.08], [-0.01, -0.02, -0.01], [0.20, -0.07, -0.01], [-0.14, -0.02, 0.13], [0.08, 0.01, -0.02], [-0.18, -0.32, 0.13], [0.04, -0.03, 0.01], [0.00, 0.04, 0.01], [-0.10, -0.05, -0.07], [0.03, 0.01, -0.01], [0.11, 0.00, 0.00], [-0.03, 0.03, -0.02], [-0.01, 0.05, -0.05], [-0.04, 0.03, -0.01], [0.00, 0.00, 0.01], [0.00, 0.00, 0.00], [0.01, 0.00, 0.01], [-0.12, -0.03, -0.02], [0.03, -0.03, -0.04], [0.07, 0.01, 0.06], [-0.05, 0.04, 0.03], [-0.02, 0.09, 0.01], [-0.02, 0.04, 0.02], [0.05, -0.01, -0.07], [-0.03, -0.13, 0.04], [-0.03, -0.02, -0.03], [0.00, 0.11, -0.09], [0.00, 0.00, 0.00], [0.04, 0.08, 0.14], [0.14, 0.07, -0.10], [-0.11, 0.03, 0.00], [-0.04, 0.03, -0.03], [0.03, 0.01, 0.00], [0.00, -0.03, -0.05], [-0.02, 0.01, -0.01], [0.00, -0.01, 0.00], [0.00, 0.01, -0.01], [-0.02, -0.01, 0.01], [0.01, -0.02, -0.01], [0.02, -0.01, 0.00], [-0.17, 0.07, 0.09], [0.00, 0.00, -0.07], [0.03, -0.03, -0.02], [0.06, -0.04, 0.10], [-0.06, 0.03, 0.00], [-0.03, -0.07, 0.02], [0.04, 0.02, -0.16], [0.01, 0.01, -0.01], [-0.01, 0.00, -0.01], [-0.01, 0.00, 0.01], [0.00, 0.00, 0.00], [0.04, 0.04, 0.00], [0.00, 0.01, 0.00], [0.00, 0.02, 0.01], [0.00, 0.01, 0.00], [-0.02, 0.00, -0.02], [-0.06, -0.03, 0.01], [0.00, 0.00, -0.01], [0.00, 0.00, 0.00], [-0.03, 0.00, -0.01], [0.02, -0.01, 0.01], [0.00, -0.01, 0.00], [0.00, -0.01, 0.00], [0.00, -0.03, -0.01], [0.01, -0.01, 0.00], [-0.01, 0.01, -0.01], [0.01, 0.00, 0.01], [0.00, 0.01, 0.00], [-0.01, 0.00, 0.01], [-0.01, 0.00, -0.01], [0.01, 0.00, -0.01], [-0.03, 0.00, 0.01], [0.01, 0.02, -0.01], [0.01, 0.00, 0.00], [0.05, 0.00, -0.07], [0.00, -0.01, 0.00], [0.00, 0.00, 0.06], [0.01, 0.00, 0.02], [0.04, -0.08, 0.01], [0.00, 0.00, -0.01], [0.02, -0.06, 0.01], [0.01, 0.00, 0.00], [0.00, 0.00, 0.00], [-0.02, -0.02, -0.01], [0.00, -0.11, -0.04], [0.00, 0.03, 0.01], [0.06, -0.01, 0.07]], "multiplicity": 1, "total_charge": 0, "de_lowest_kcal_mol": 0.0, "fmax_ev_per_a": 0.39, "gap_ev": 7.08}